Here is a molecular structure, C54H48BrCl2IN3O7PSr from the OMol25 dataset. Energies are from ωB97M-V/def2-TZVPD.

```
118
Properties=species:S:1:pos:R:3:forces:R:3
Sr 0.151580 -0.006531 -0.240542 -1.558 -0.731 -1.306
O 1.253429 2.509904 5.374542 0.080 0.088 -0.008
C 1.135138 1.866983 4.174835 0.000 -0.116 -0.171
C 0.254567 0.804100 4.008312 -0.140 0.046 0.037
C 0.190818 0.203784 2.764208 0.179 -0.034 0.310
N 0.927951 0.645762 1.756177 0.926 0.601 2.295
C 1.823482 1.609284 1.920860 0.163 0.056 0.040
C 1.964953 2.264658 3.129598 -0.091 0.133 0.135
C 2.748064 1.786642 0.701156 0.414 0.341 -0.125
O 3.623770 2.658693 0.759766 -0.198 -0.056 0.154
O 2.524689 0.961103 -0.229480 -0.073 0.265 0.049
C -0.512410 -1.134213 2.479155 -0.288 -0.579 0.508
O -1.093645 -1.685058 3.416959 0.061 0.275 -0.059
O -0.313659 -1.572693 1.307281 -0.501 -1.058 1.389
H 0.617994 2.124623 5.984609 -0.052 -0.045 0.027
H -0.351779 0.418091 4.820025 0.017 -0.054 -0.015
H 2.693859 3.052310 3.259255 0.039 -0.031 -0.069
I 1.258003 -1.769074 -2.852198 -0.031 -0.818 -0.550
C 1.188817 -3.834479 -2.379030 -0.110 0.296 -0.094
C 0.385609 -4.581214 -3.203879 0.056 0.333 0.088
C 0.393367 -5.982127 -3.160076 0.076 -0.242 0.049
C 1.264221 -6.618304 -2.326431 -0.161 -0.022 -0.152
C 2.094644 -5.884708 -1.449224 -0.025 0.250 -0.016
C 2.995830 -6.582176 -0.618882 0.105 0.019 0.134
C 3.794463 -5.902357 0.252088 0.002 -0.222 -0.044
C 3.661135 -4.514330 0.370581 -0.113 0.168 -0.222
C 2.780843 -3.773061 -0.389409 0.119 -0.135 0.273
P 2.549239 -1.980438 0.161168 0.871 -0.666 0.255
C 2.586635 -2.277079 1.975582 -0.069 0.097 0.096
C 3.173165 -1.336937 2.821442 -0.073 0.024 -0.016
C 3.072841 -1.461353 4.199883 -0.010 0.047 0.031
C 2.363609 -2.515597 4.752098 -0.002 -0.024 0.070
C 1.748640 -3.440698 3.920453 0.013 -0.015 0.021
C 1.859807 -3.323237 2.545944 0.005 0.070 -0.054
C 4.311915 -1.484040 -0.148015 -0.059 0.126 -0.005
C 5.360705 -1.696702 0.745179 0.082 -0.052 -0.099
C 6.666457 -1.373092 0.402955 0.041 -0.027 0.014
C 6.949635 -0.825796 -0.837774 0.054 0.014 -0.002
C 5.910964 -0.573735 -1.720291 -0.020 -0.045 -0.069
C 4.606250 -0.889589 -1.375636 0.032 0.083 0.056
C 2.022570 -4.451495 -1.398833 -0.047 -0.211 0.045
H -0.243484 -4.067283 -3.919600 -0.007 -0.036 -0.008
H -0.260156 -6.545354 -3.814884 0.003 0.004 0.001
H 1.332216 -7.700521 -2.319519 0.007 0.005 0.032
H 3.037340 -7.663798 -0.684807 -0.017 0.003 -0.025
H 4.497534 -6.430007 0.885910 0.002 0.007 -0.008
H 4.250962 -4.012826 1.122785 0.020 0.003 0.035
H 3.707207 -0.494919 2.398039 -0.021 0.042 0.033
H 3.532651 -0.717636 4.840605 0.001 0.010 -0.021
H 2.267744 -2.604048 5.827940 -0.007 0.005 -0.005
H 1.155951 -4.241428 4.343918 -0.018 0.006 -0.016
H 1.351535 -4.032485 1.905791 -0.034 -0.002 0.018
H 5.172107 -2.103764 1.729318 0.019 -0.060 -0.057
H 7.466111 -1.550814 1.113363 -0.017 0.006 0.010
H 7.971313 -0.580335 -1.104200 -0.014 0.021 -0.006
H 6.107222 -0.119358 -2.684014 0.003 0.025 0.023
H 3.809900 -0.638679 -2.058648 -0.045 -0.001 -0.029
Br 1.120622 5.446113 0.513440 0.060 0.078 0.227
C 1.599358 4.672533 -1.149057 -0.106 -0.263 -0.267
C 2.243848 5.467562 -2.084881 0.034 0.024 -0.039
C 2.557504 4.875412 -3.295225 -0.035 0.004 0.025
C 2.234848 3.545213 -3.500146 0.127 -0.100 -0.022
C 1.580117 2.847661 -2.493073 -0.062 0.133 -0.089
N 1.243399 3.425355 -1.339056 0.127 0.024 0.064
C 1.156989 1.408336 -2.767080 -0.234 0.156 -0.630
O 1.775954 0.815950 -3.677800 0.027 0.113 0.203
O 0.154448 0.953536 -2.156585 0.688 1.883 -2.683
H 2.477156 6.500916 -1.875822 0.001 -0.006 0.056
H 3.043516 5.451880 -4.073239 0.035 -0.007 0.016
H 2.484620 3.023841 -4.413042 -0.029 -0.002 0.016
Cl -2.098245 0.790180 -6.360682 -0.072 0.020 -0.286
C -1.392025 0.710975 -4.733265 0.065 -0.092 0.431
Cl -2.322419 -0.324426 -3.655243 -0.131 -0.011 -0.130
H -1.392166 1.714538 -4.324075 0.004 -0.010 0.018
H -0.382436 0.323444 -4.809601 0.015 0.014 -0.006
C -6.363181 -1.126684 2.159982 0.049 0.028 -0.022
C -5.123250 -1.271492 1.308991 -0.010 -0.040 -0.009
C -4.599544 -2.531609 1.050469 -0.020 -0.091 0.030
C -3.444347 -2.636634 0.270389 0.021 0.045 -0.083
C -2.784316 -3.967029 0.018177 0.058 0.119 0.069
C -2.854408 -1.497351 -0.223541 0.079 -0.109 0.000
C -3.276688 -0.177070 0.096557 -0.065 0.096 0.095
C -4.494276 -0.126786 0.839333 -0.112 -0.064 -0.035
N -2.480765 0.832947 -0.305111 0.246 0.131 0.017
C -2.976898 2.197617 -0.323039 -0.182 -0.161 0.067
C -3.156266 2.825872 1.079917 -0.077 0.089 -0.076
C -3.654665 4.272280 0.975398 -0.032 0.044 0.085
C -4.969549 4.327945 0.190931 0.065 -0.014 -0.014
C -4.744862 3.786436 -1.224741 -0.126 -0.018 -0.052
C -3.676743 4.612574 -1.944635 -0.025 -0.026 0.069
C -2.374289 4.530119 -1.145878 0.105 0.100 -0.043
C -2.607517 5.116620 0.248369 -0.075 -0.052 0.038
C -1.934966 3.067925 -1.039216 -0.110 -0.034 0.040
C -4.287044 2.328221 -1.135936 0.018 0.126 0.053
H -6.787255 -2.101195 2.408582 0.001 -0.001 0.004
H -7.130512 -0.541170 1.645962 -0.008 0.002 0.010
H -6.126290 -0.610468 3.094226 -0.043 -0.009 0.016
H -5.058206 -3.420578 1.473498 -0.033 0.013 -0.029
H -3.448110 -4.803402 0.245712 -0.010 -0.005 -0.016
H -1.898593 -4.034409 0.656951 -0.003 -0.083 -0.011
H -2.446267 -4.049842 -1.017356 -0.011 -0.036 -0.008
H -1.977613 -1.604557 -0.856248 -0.009 -0.039 -0.048
H -4.941435 0.820195 1.108541 0.007 -0.048 -0.013
H -2.181246 2.809796 1.581355 -0.007 -0.063 0.025
H -3.840778 2.234578 1.688224 0.059 0.044 0.026
H -3.815002 4.675809 1.983472 -0.001 0.007 -0.020
H -5.330152 5.363772 0.149040 -0.022 -0.008 0.000
H -5.736765 3.728489 0.693880 -0.002 0.009 0.009
H -5.687939 3.839921 -1.784381 0.023 -0.004 0.003
H -3.998293 5.657104 -2.046185 0.000 0.003 -0.002
H -3.526427 4.208016 -2.951381 0.012 0.034 -0.016
H -1.592496 5.108963 -1.654479 0.002 -0.037 0.008
H -2.950930 6.156541 0.168401 0.032 0.012 -0.005
H -1.675330 5.116337 0.816018 -0.014 0.002 -0.017
H -0.992472 2.994401 -0.495181 0.058 0.020 -0.003
H -1.755913 2.652180 -2.034359 0.039 -0.044 0.013
H -4.096315 1.927810 -2.137101 0.021 -0.038 0.004
H -5.081497 1.726220 -0.695583 0.000 -0.040 -0.041
```
Forces are in eV/Å.

* Kohn-Sham gap: 4.9915 eV
* relative energy (zero: lowest compared OMol25 entry of this formula, charge and spin): 217.36 kJ/mol
* charge: -2